No. 1
27
Properties=species:S:1:pos:R:3 method="wB97M-V/def2-TZVPD" homo_energy_ev="-13.27 / -13.72" relative_energy_ev=4.9146 orbital_gap_ha="0.2574 / 0.2373" e_lumo_ev="-6.268 / -7.266" energy_ev=-25339.003 charge=+1
C -4.7605 1.8573 -0.7889
C -4.3001 2.5987 0.2902
C -3.8344 1.0135 -1.4143
C -3.0754 2.3029 0.9485
C -2.5669 0.8473 -0.9754
C -2.2281 1.4080 0.3994
C 2.9718 0.1897 0.8077
C 3.7015 -1.8606 -1.1716
C 2.5305 -2.6811 1.3165
N -1.5003 0.0335 -1.2453
N -0.7098 0.1835 -0.3259
N -0.9743 0.9885 0.6317
O 1.1132 -1.1385 -0.6418
P 2.4504 -1.4305 0.0211
H -5.7043 2.1889 -1.2637
H -4.8436 3.4090 0.6944
H -4.2185 0.5860 -2.3541
H -2.9751 2.7816 1.8497
H 3.5590 0.8279 0.0662
H 3.6413 0.0374 1.6823
H 2.0439 0.7491 1.1246
H 4.1625 -0.9308 -1.6422
H 3.1511 -2.4525 -2.0374
H 4.4742 -2.5497 -0.6868
H 2.7957 -3.6711 0.8481
H 1.6981 -2.7796 1.9097
H 3.3982 -2.5085 1.9573

=====

No. 2
24
Properties=species:S:1:pos:R:3 method="wB97M-V/def2-TZVPD" homo_energy_ev=-8.98 relative_energy_ev=3.1315 orbital_gap_ha=0.3616 e_lumo_ev=0.859 energy_ev=-13078.940 charge=0 smiles="C[C@@H]1C(C)(C)[C@]12C=CC(O)=N2"
C -1.6301 -1.5580 1.1974
C -0.7472 -0.3499 1.0035
C -0.7738 0.6121 -0.0910
C -1.7198 0.1270 -1.1574
C -0.5753 2.0816 0.0654
C 0.4807 -0.2171 0.1532
C 1.0331 -1.0724 -0.9464
C 2.3906 -0.9526 -0.9097
C 2.7242 0.0358 0.0748
O 3.9204 0.5048 0.4181
N 1.6726 0.4999 0.6525
H -1.5921 -1.7290 2.2793
H -1.4440 -2.2798 0.3478
H -2.6526 -1.1678 0.9794
H -0.6155 0.0557 2.0142
H -1.5821 -0.9052 -1.6833
H -1.9142 0.9633 -1.9431
H -2.7269 0.0246 -0.6926
H 0.1147 2.4242 0.8501
H -1.5257 2.5045 0.2567
H -0.1145 2.4298 -0.7853
H 0.4279 -1.8169 -1.3641
H 3.0997 -1.5165 -1.6469
H 3.7498 1.3019 0.9274

=====

No. 3
24
Properties=species:S:1:pos:R:3 method="wB97M-V/def2-TZVPD" homo_energy_ev=-8.23 relative_energy_ev=3.4588 orbital_gap_ha=0.3405 e_lumo_ev=1.040 energy_ev=-13078.613 charge=0 smiles="[H]/N=C/[C@H](c1ccco1)C(C)C"
H -1.9763 1.1417 3.2718
N -1.8125 0.9537 2.3650
C -0.6436 0.7796 1.9443
C -0.4658 0.2405 0.4489
C 0.2037 -1.0866 0.3531
C -0.1231 -2.3698 -0.2045
C 0.9177 -3.2307 0.0859
C 1.7891 -2.5875 0.8903
O 1.3514 -1.2518 1.0534
C 0.2323 1.1281 -0.6463
C -0.0388 0.6348 -2.0941
C -0.3165 2.6229 -0.6940
H 0.2878 1.0657 2.3904
H -1.4326 0.1236 0.0874
H -1.0713 -2.4134 -0.7548
H 0.8967 -4.2814 -0.0513
H 2.4349 -2.8027 1.6936
H 1.2793 1.0896 -0.5201
H 0.6855 0.9686 -2.7829
H -0.0974 -0.4528 -2.3629
H -0.9815 1.0152 -2.3540
H 0.6048 3.2078 -0.4608
H -0.6593 2.8891 -1.7066
H -1.0644 2.6157 0.0480

=====

No. 4
27
Properties=species:S:1:pos:R:3 method="wB97M-V/def2-TZVPD" homo_energy_ev=-9.07 relative_energy_ev=5.8970 orbital_gap_ha=0.3382 e_lumo_ev=0.134 energy_ev=-36793.358 charge=0
C 1.1044 1.1487 -1.2323
C 0.7300 -1.7063 -1.2931
C -0.8546 -1.9190 -1.2998
C -1.3767 -1.1168 -0.1186
C -2.5424 -0.3148 -0.4301
C -2.6457 0.7677 0.5653
C -2.0394 0.7159 1.8083
C -1.0365 -0.1416 2.0207
C -0.5739 -0.9691 1.0055
H 3.3536 2.3941 1.5522
H 1.2447 1.6600 1.6622
H 1.0364 2.0222 -1.8774
H 0.3313 1.0960 -0.3766
H 1.1627 -2.3830 -2.0366
H 1.2424 -1.8227 -0.2220
H -1.3285 -1.6433 -2.3214
H -1.1267 -3.0791 -1.0448
H -2.7743 -0.2004 -1.4744
H -3.4475 1.5156 0.3522
H -2.7159 1.2594 2.5629
H -0.4769 -0.0648 3.0659
H 0.3921 -1.5671 1.2558
N 2.0721 2.1688 0.9467
O 3.8694 1.7063 -0.8382
O 2.7194 -0.3535 0.4235
S 2.6468 1.0349 -0.2787
S 1.0337 -0.2082 -2.3772

=====

No. 5
24
Properties=species:S:1:pos:R:3 method="wB97M-V/def2-TZVPD" homo_energy_ev=-7.98 relative_energy_ev=0.7351 orbital_gap_ha=0.3241 e_lumo_ev=0.835 energy_ev=-21867.953 charge=0 smiles="CC1=C2SCN=C[C@@]2(C)CC1"
C -1.6328 2.5335 0.3966
C -1.0442 1.1671 0.3551
C 0.0630 0.7774 -0.2533
S 1.3974 1.5107 -1.1081
C 2.8625 0.3780 -0.6318
N 2.7654 -0.9519 -0.2022
C 1.7069 -1.5587 0.0899
C 0.2863 -0.8240 -0.0913
C -0.2570 -1.4378 -1.3924
C -0.6463 -1.0956 1.0979
C -1.7211 0.0012 1.0383
H -1.0745 3.2084 -0.2458
H -2.6730 2.5101 0.0755
H -1.6067 2.9163 1.4176
H 3.3875 0.9429 0.1423
H 3.4648 0.3990 -1.5424
H 1.7059 -2.5764 0.4324
H 0.2730 -1.0217 -2.2479
H -1.3158 -1.2175 -1.5064
H -0.1240 -2.5201 -1.4002
H -0.0789 -0.9961 2.0262
H -1.0734 -2.0974 1.0623
H -2.0764 0.2780 2.0313
H -2.5885 -0.3251 0.4566

=====

No. 6
24
Properties=species:S:1:pos:R:3 method="wB97M-V/def2-TZVPD" homo_energy_ev="-2.63 / -2.63" relative_energy_ev=4.1134 orbital_gap_ha="0.2206 / 0.2207" e_lumo_ev="3.373 / 3.373" energy_ev=-28253.853 charge=-1
C -2.9040 0.0954 0.7331
C -3.1330 1.4264 0.6862
C -1.7230 -0.6797 0.4283
C -2.3000 2.4880 0.2910
C -0.6076 -0.1393 -0.0423
C -1.0038 2.6420 0.0130
C 1.3307 -2.6795 0.0127
C 2.1476 0.1652 0.8581
C 1.7746 -0.4246 -2.0751
Si 1.0771 -0.7913 -0.3559
S 0.3061 3.5670 -0.3532
H -3.6816 -0.4939 1.2331
H -4.0329 1.8060 1.0883
H -1.7279 -1.7350 0.8103
H -2.8590 3.3704 0.1396
H 0.2868 -3.1432 -0.0749
H 2.1594 -3.0526 -0.5804
H 1.7210 -2.7622 1.0332
H 2.2950 1.1676 0.4916
H 1.6287 0.3788 1.9102
H 3.1718 -0.3769 1.0707
H 2.2740 -1.1958 -2.5768
H 1.1247 0.0948 -2.7604
H 2.6755 0.2722 -1.9804

=====

No. 7
23
Properties=species:S:1:pos:R:3 method="wB97M-V/def2-TZVPD" homo_energy_ev=-8.78 relative_energy_ev=2.5053 orbital_gap_ha=0.3555 e_lumo_ev=0.894 energy_ev=-9557.676 charge=0 smiles=Cc1ccccc1.CC
C 2.6726 -0.6012 -0.8807
C 1.5672 -0.4126 0.0974
C 1.7924 0.1290 1.3514
C 0.7358 0.0760 2.3039
C -0.4125 -0.6897 2.0215
C -0.4517 -1.4818 0.8961
C 0.5002 -1.3377 -0.0609
H 3.7293 -0.2538 -0.6270
H 2.1817 -0.4988 -1.9062
H 2.9701 -1.7160 -0.8598
H 2.7000 0.6759 1.4559
H 0.9672 0.4134 3.2691
H -1.4533 -0.6030 2.4623
H -1.2626 -2.2593 0.9169
H 0.4395 -2.0736 -0.8395
C -1.9576 1.4388 -0.3795
C -2.2175 1.2980 -1.9345
H -2.2943 2.3272 0.0383
H -2.3402 0.6212 0.1610
H -0.8837 1.2920 -0.3600
H -2.9422 0.4156 -2.2936
H -2.5254 2.2749 -2.2231
H -1.5150 0.9652 -2.6090

=====

No. 8
23
Properties=species:S:1:pos:R:3 method="wB97M-V/def2-TZVPD" homo_energy_ev=-9.17 relative_energy_ev=1.9228 orbital_gap_ha=0.3737 e_lumo_ev=0.998 energy_ev=-9558.259 charge=0 smiles=Cc1ccccc1.CC
C 0.2797 2.0164 -0.9070
C -0.9225 1.3613 -0.1981
C -1.9352 0.7903 -0.8267
C -2.8141 -0.1510 -0.1722
C -2.7844 -0.3183 1.2077
C -1.7065 0.4003 1.8648
C -0.7984 1.1809 1.1549
H 0.9647 1.2679 -1.5386
H 1.1320 2.2754 -0.1401
H -0.0713 2.9361 -1.2824
H -2.0165 0.8297 -2.0244
H -3.4023 -0.6537 -0.8646
H -3.3875 -0.9678 1.7890
H -1.3988 0.1926 2.8981
H 0.0057 1.5259 1.8424
C 2.4482 -2.0190 -1.0039
C 2.3239 -1.2289 0.3034
H 3.0309 -2.8845 -0.8368
H 1.4175 -2.2186 -1.3900
H 2.8566 -1.3808 -1.7190
H 1.8142 -0.3137 0.0274
H 3.1510 -0.8078 0.8243
H 1.8131 -1.8325 0.9917

=====

No. 9
23
Properties=species:S:1:pos:R:3 method="wB97M-V/def2-TZVPD" homo_energy_ev=-9.08 relative_energy_ev=1.7788 orbital_gap_ha=0.3705 e_lumo_ev=1.001 energy_ev=-9558.403 charge=0 smiles=Cc1ccccc1.CC
C -2.0975 -0.6146 1.2729
C -1.0638 0.3699 1.0216
C -1.0246 0.9962 -0.1809
C -0.1219 1.9187 -0.6752
C 0.9460 2.1009 0.1692
C 0.9137 1.6743 1.4970
C -0.1626 0.8431 1.9780
H -2.1418 -1.1120 2.1930
H -2.0046 -1.5419 0.7408
H -3.1996 -0.2302 1.1145
H -1.9125 0.6698 -0.7833
H -0.2055 2.4689 -1.6105
H 1.7085 2.7908 -0.0761
H 1.6862 2.1515 1.9894
H -0.1863 0.6586 3.0207
C 0.8841 -1.9303 -0.7487
C 1.3335 -1.2828 -2.0689
H 1.8328 -2.1556 -0.0912
H 0.0318 -1.4005 -0.2064
H 0.4224 -2.8965 -0.9906
H 1.1090 -0.2285 -2.2222
H 2.3954 -1.4081 -2.4330
H 0.8573 -1.8420 -2.9101

=====

No. 10
23
Properties=species:S:1:pos:R:3 method="wB97M-V/def2-TZVPD" homo_energy_ev=-8.94 relative_energy_ev=1.3734 orbital_gap_ha=0.3628 e_lumo_ev=0.929 energy_ev=-9558.808 charge=0 smiles=Cc1ccccc1.CC
C -0.0445 -2.6953 -0.7688
C 0.1902 -1.3292 -1.4223
C 1.2639 -0.8668 -2.1264
C 1.4398 0.4556 -2.5388
C 0.3452 1.3421 -2.3667
C -0.5435 0.9724 -1.3600
C -0.7164 -0.3536 -0.9371
H -1.0044 -2.6212 -0.2180
H 0.7105 -2.9823 -0.0212
H -0.1984 -3.5306 -1.4347
H 2.1466 -1.4635 -2.3922
H 2.3494 0.7717 -2.9872
H 0.1882 2.2297 -2.9876
H -1.3977 1.6735 -1.1743
H -1.4976 -0.6050 -0.2228
C -1.1434 1.2030 2.8435
C 0.3860 1.0250 2.9564
H -1.6512 0.3019 3.2636
H -1.4539 2.0048 3.4944
H -1.4694 1.2506 1.8011
H 0.7875 1.8820 2.4032
H 0.6712 0.2591 2.2230
H 0.6418 1.0760 3.9730

=====

No. 11
23
Properties=species:S:1:pos:R:3 method="wB97M-V/def2-TZVPD" homo_energy_ev=-8.97 relative_energy_ev=0.7728 orbital_gap_ha=0.3656 e_lumo_ev=0.982 energy_ev=-9559.409 charge=0 smiles=Cc1ccccc1.CC
C 0.7245 0.8741 -2.3074
C 1.2225 0.8327 -0.8973
C 1.0142 1.8671 0.0107
C 1.2329 1.6584 1.3773
C 1.5030 0.3742 1.8163
C 2.0942 -0.4956 0.9079
C 1.9782 -0.2452 -0.4514
H -0.3563 0.9946 -2.4011
H 1.0268 -0.0202 -2.8529
H 1.1179 1.7028 -2.8766
H 0.6095 2.8033 -0.3570
H 0.9621 2.5023 1.9991
H 1.4807 0.2244 2.8887
H 2.5278 -1.4130 1.2820
H 2.3385 -0.9957 -1.1293
C -2.1453 -0.6919 0.4872
C -2.7657 -2.0694 0.2627
H -1.0577 -0.5975 0.5770
H -2.3197 0.0781 -0.2739
H -2.4970 -0.1920 1.3960
H -1.9470 -2.7640 0.1485
H -3.4302 -2.3336 1.0712
H -3.3139 -2.0940 -0.6776

=====

No. 12
23
Properties=species:S:1:pos:R:3 method="wB97M-V/def2-TZVPD" homo_energy_ev=-8.60 relative_energy_ev=2.2455 orbital_gap_ha=0.3525 e_lumo_ev=0.993 energy_ev=-9557.936 charge=0 smiles=Cc1ccccc1.CC
C 2.0748 0.8864 0.9479
C 1.0482 0.6153 -0.1100
C -0.3670 0.7706 -0.0534
C -1.1757 0.7587 -1.1542
C -0.5093 0.5503 -2.4232
C 0.8990 0.4249 -2.4036
C 1.6117 0.2047 -1.2693
H 2.6652 -0.0389 1.0770
H 1.7569 1.1479 1.9179
H 2.8046 1.7480 0.4994
H -0.6750 0.9552 0.9462
H -2.1592 1.1845 -1.1199
H -1.1486 0.3895 -3.1998
H 1.4639 0.3943 -3.2802
H 2.6609 0.0085 -1.2020
C -1.8697 -1.1255 2.7217
C -1.3462 -2.3228 2.0668
H -2.0052 -1.2245 3.7571
H -1.1844 -0.1873 2.5246
H -2.8723 -0.9546 2.4130
H -0.3906 -2.0226 1.5795
H -1.0286 -3.2381 2.7123
H -2.0822 -2.7365 1.4392